Molecular formula: C24H19BF9N3O12S
Method: DFT, ωB97M-V/def2-TZVPD

XYZ file:
```
69
Properties=species:S:1:pos:R:3:forces:R:3:mulliken_charge:R:1
S -3.71383 -2.15368 -0.32975 -8.257 -2.713 3.093 0.981
F -1.01229 2.38548 -2.51626 1.824 -2.582 4.344 -0.230
F -0.28388 -0.60840 -0.38260 -3.744 2.822 -1.808 -0.250
F -1.41383 -0.38335 -3.41815 -2.080 0.247 4.598 -0.262
F -2.20226 0.67207 0.31354 2.611 -1.518 -4.451 -0.234
F -3.36277 0.55038 -2.40929 3.943 -3.260 1.201 -0.254
F -1.45929 -2.86421 -1.85697 -3.939 3.522 0.324 -0.225
F -3.46354 -2.30900 -3.03593 2.567 1.372 4.317 -0.226
F 0.92313 1.47682 -1.22085 -5.398 1.110 -0.823 -0.227
F -0.82251 2.72514 -0.16328 1.017 -3.414 -4.076 -0.184
O -0.75519 -0.87887 4.84301 -2.025 -0.007 -3.654 -0.515
O -4.44892 -3.53330 -0.38863 3.987 5.620 -0.539 -0.517
O 0.94407 -5.37567 4.21159 0.490 0.147 -1.798 -0.571
O -2.21839 3.07546 2.76157 1.135 1.323 0.348 -0.558
O 0.42448 -4.74896 2.17425 1.886 -1.533 0.693 -0.634
O -4.57237 -2.56323 2.50585 8.910 3.542 -2.162 -0.472
O 4.05022 -0.95098 -4.34271 0.110 0.911 -1.558 -0.587
O -2.62498 -2.28194 1.01868 -1.472 1.645 0.711 -0.156
O -2.81465 -1.18994 3.40024 1.535 -3.418 -3.732 -0.400
O -4.67478 -0.95294 -0.15749 4.775 -3.996 -1.127 -0.483
O -0.34341 3.92332 3.52252 -1.628 0.095 -0.777 -0.605
O 5.02367 -0.45298 -6.24477 -1.330 0.177 1.243 -0.584
N 1.23970 -5.09988 3.03931 -0.931 -0.160 0.295 1.001
N -1.45877 4.02756 2.99072 0.425 -1.241 0.368 1.054
N 4.12005 -0.31881 -5.40721 1.028 -0.947 0.261 0.979
C -1.00845 -3.28805 3.70518 -1.125 1.270 0.117 -0.859
C -3.33494 -2.04127 2.28432 -7.787 -1.935 3.417 0.563
C 4.37406 -4.99686 0.96737 -0.124 -0.092 0.377 -0.506
C 3.09027 1.38065 -6.89301 -0.016 -0.012 0.066 -0.437
C -0.55856 1.72893 -1.26841 1.488 3.145 1.371 0.532
C -3.17001 5.53714 2.01656 0.059 0.004 0.006 -0.210
C 5.32127 -5.43417 1.89482 -0.135 0.016 0.033 -0.375
C -1.48777 7.74149 2.41349 -0.237 -0.333 -0.053 -0.425
C -1.34537 0.34162 -0.88622 1.105 -0.389 2.923 0.611
C 2.65088 -5.20075 2.64833 0.977 0.013 -0.234 0.116
C 4.93867 -5.74724 3.20010 -0.297 0.124 -0.264 -0.453
C 2.04172 0.86989 -4.75567 0.049 0.024 -0.087 -0.174
C 3.60159 -5.63002 3.58464 -0.032 0.013 -0.061 -0.304
C -2.74143 7.90998 1.82351 0.033 -0.127 0.036 -0.374
C 2.09376 2.32459 -7.14917 -0.008 -0.215 0.363 -0.392
C -2.63251 -1.91523 -1.84032 1.570 -1.795 -4.042 0.436
C 1.08150 2.54441 -6.21343 0.111 -0.095 0.008 -0.632
C -1.06502 6.47061 2.80788 -0.057 -0.045 -0.035 -0.379
C 3.06289 0.65872 -5.69237 -0.731 0.688 -0.172 -0.183
C -1.90780 5.36973 2.60158 -0.292 0.933 -0.288 0.015
C -3.58298 6.81339 1.62885 0.384 -0.055 0.171 -0.467
C -2.18186 -0.34594 -2.11746 -0.950 1.176 -2.669 0.575
C 3.03347 -4.87842 1.33944 0.010 -0.027 0.057 -0.297
C 1.05234 1.81844 -5.02168 0.275 -0.076 -0.252 0.039
B -1.58339 -1.77082 3.97301 1.832 1.051 1.307 0.643
H -0.83817 8.60123 2.56324 -0.108 -0.227 -0.004 0.362
H -3.83620 4.69223 1.85509 0.331 0.081 0.128 0.441
H 3.87413 1.22332 -7.63095 -0.111 -0.110 0.337 0.433
H 5.68295 -6.08598 3.91763 -0.210 0.077 -0.119 0.363
H -0.72246 -3.39253 2.57200 -0.927 0.516 2.499 0.347
H 2.00495 0.31239 -3.82229 0.210 0.039 -0.283 0.511
H 3.31949 -5.87789 4.60558 -0.139 0.106 -0.316 0.425
H -4.55977 6.95325 1.17108 0.203 -0.090 0.111 0.364
H -3.06438 8.90204 1.51251 0.064 -0.208 0.075 0.367
H -0.08515 6.35594 3.26619 -0.289 -0.194 -0.108 0.426
H 2.30687 -4.53932 0.60403 0.038 -0.120 0.336 0.457
H 2.10796 2.89226 -8.07695 0.045 -0.156 0.186 0.369
H 0.25933 1.99436 -4.29799 0.275 -0.096 -0.240 0.277
H 4.68055 -4.75195 -0.04719 -0.125 -0.035 0.211 0.375
H -0.70026 0.02440 4.37133 -0.404 -1.773 1.389 0.307
H -0.05207 -3.44300 4.36485 -2.241 0.235 -1.283 0.248
H 0.31103 3.28697 -6.41388 0.154 -0.162 0.039 0.387
H 6.36409 -5.53254 1.59809 -0.223 0.030 0.063 0.364
H -1.87490 -4.04610 3.92890 1.916 1.080 -0.405 0.275
```
Positions in Å, forces in eV/Å.

Summary:
LUMO	-1.763	eV
multiplicity	1
structure (SMILES)	CB(O)OC(=O)OS(=O)(=O)C(F)(F)C(F)(F)C(F)(F)C(F)(F)F.O=[N+]([O-])c1ccccc1.O=[N+]([O-])c1ccccc1.O=[N+]([O-])c1ccccc1
orbital gap	8.50	eV
energy	-90188.505	eV
largest force on an atom	9.83	eV/Å